# 1
Entry from OMol25: 4 unconnected molecules or ions with the total composition C24H60N4 (wB97M-V/def2-TZVPD).

ORCA input file:
```
! RIJCOSX wB97M-V def2-TZVPD def2/J DEFGRID3
* xyz 0 1
C -21.44040 -15.81741 9.93724
C -21.24446 -16.79226 11.07746
N -19.90260 -17.35438 11.15988
C -19.32154 -17.94838 9.92476
C -19.96393 -19.26490 9.56143
C -19.59075 -18.13133 12.34761
C -20.04977 -17.42970 13.61386
H -21.34592 -16.30874 8.97162
H -20.81489 -14.92349 9.97823
H -22.43029 -15.37357 10.08206
H -21.39728 -16.29677 12.03747
H -22.03304 -17.56494 11.09894
H -19.42272 -17.19009 9.14658
H -18.25064 -17.94108 10.14463
H -21.04656 -19.13309 9.60155
H -19.62667 -19.56404 8.56625
H -19.74904 -20.07157 10.26080
H -18.51462 -18.30728 12.40229
H -20.09615 -19.10826 12.31385
H -19.71429 -16.38373 13.64795
H -19.65773 -17.69578 14.60148
H -21.13530 -17.44494 13.70970
C -24.16056 -14.51960 5.18414
C -24.38859 -13.11596 5.75921
N -24.49668 -13.11241 7.20620
C -23.45918 -12.32662 7.88820
C -22.10763 -12.91474 7.65990
C -25.81704 -12.76312 7.68134
C -26.36459 -11.38447 7.24719
H -23.34458 -15.05164 5.67808
H -23.97214 -14.50986 4.10924
H -25.06199 -15.11976 5.33485
H -23.60594 -12.45000 5.38616
H -25.29288 -12.81286 5.22264
H -23.46112 -11.24812 7.68261
H -23.67705 -12.38102 8.96071
H -21.93254 -13.98228 7.78987
H -21.79800 -12.77863 6.61284
H -21.32866 -12.38258 8.21594
H -25.88192 -12.83354 8.77306
H -26.56836 -13.52623 7.44162
H -27.35100 -11.20526 7.68280
H -26.51311 -11.36652 6.16745
H -25.75294 -10.52334 7.51503
C -16.48540 -12.58884 10.58945
C -16.50026 -14.10544 10.34334
N -16.08510 -14.49420 9.02388
C -16.86591 -13.97143 7.90840
C -18.35982 -14.24692 7.85372
C -15.79298 -15.92769 8.85297
C -14.63659 -16.36901 9.73475
H -16.67092 -12.44770 11.65580
H -17.31746 -12.07224 10.10691
H -15.50184 -12.24203 10.28154
H -15.72219 -14.42424 11.04310
H -17.43672 -14.59506 10.65929
H -16.63574 -12.89819 7.98158
H -16.45801 -14.23822 6.93130
H -18.79498 -14.08783 6.86989
H -18.45292 -15.26743 8.24447
H -18.98706 -13.66881 8.54100
H -15.54326 -16.06530 7.79996
H -16.68762 -16.54848 9.00538
H -14.26112 -17.39025 9.61732
H -14.89891 -16.23788 10.78249
H -13.73187 -15.81785 9.46123
C -16.87973 -11.90744 14.89669
C -17.22345 -12.91343 15.97873
N -17.57131 -14.21429 15.36736
C -18.09644 -15.11616 16.40255
C -19.37091 -14.62241 17.08902
C -16.39042 -14.83321 14.76035
C -16.73298 -15.98253 13.85674
H -17.00500 -10.87492 15.24234
H -17.44120 -12.02668 13.97415
H -15.80651 -11.91121 14.67864
H -16.37774 -13.06674 16.66633
H -18.04822 -12.51880 16.56359
H -17.33940 -15.54226 17.07810
H -18.45840 -16.00152 15.86360
H -19.92907 -15.46924 17.47406
H -19.95861 -14.06431 16.34975
H -19.24275 -13.81025 17.80967
H -15.81094 -14.09486 14.19064
H -15.64344 -14.99022 15.55878
H -17.26903 -16.74560 14.43572
H -17.45342 -15.71280 13.08310
H -15.91679 -16.55110 13.41283
*
```

Computed properties:
- total energy (Eh) = -1169.331264
- LUMO level (eV) = 0.9
- highest occupied orbital energy (Eh) = -0.292
- SMILES = CCN(CC)CC.CCN(CC)CC.CCN(CC)CC.CCN(CC)CC

Atom charges from the Löwdin analysis, given in e for atoms 1 to 4: -0.093, -0.269, -0.193, -0.246



# 2
Entry from OMol25: 12 unconnected molecules or ions with the total composition C24H60O12 (wB97M-V/def2-TZVPD).

ORCA input file:
```
! RIJCOSX wB97M-V def2-TZVPD def2/J DEFGRID3
* xyz 0 1
C -13.53608 -10.15943 18.34675
C -13.52834 -8.65512 18.17609
C -12.71333 -7.81510 19.12967
O -14.21819 -8.12600 17.33844
H -13.08486 -10.52453 19.26718
H -12.85704 -10.55178 17.58034
H -14.53974 -10.54647 18.19512
H -11.85263 -8.32035 19.56934
H -13.32721 -7.33028 19.88694
H -12.22192 -7.00152 18.57996
C -9.30936 -8.61991 18.22624
C -9.48540 -10.10927 18.10384
C -8.88630 -10.76802 16.88035
O -10.21292 -10.73538 18.84683
H -9.57942 -8.22553 19.20799
H -9.80792 -7.97074 17.50491
H -8.22760 -8.44840 18.15857
H -9.59613 -10.61063 16.06445
H -8.77779 -11.83621 17.06247
H -7.91844 -10.33985 16.62398
C -4.14496 -9.60470 16.61345
C -4.24109 -9.84826 18.10843
C -5.24106 -10.87992 18.57956
O -3.60305 -9.19997 18.89523
H -3.08723 -9.64588 16.34997
H -4.47516 -8.60347 16.32622
H -4.76608 -10.30345 16.05490
H -6.07951 -10.88496 17.87774
H -5.61183 -10.55896 19.55081
H -4.88545 -11.90453 18.68136
C -10.12792 -7.35040 14.49925
C -9.25804 -6.36411 15.24028
C -7.78561 -6.43698 14.89378
O -9.67546 -5.60287 16.08130
H -11.02230 -7.62045 15.06121
H -9.57184 -8.26444 14.31414
H -10.43482 -6.88807 13.55927
H -7.22676 -6.94508 15.68264
H -7.41834 -5.40861 14.87433
H -7.62398 -6.95572 13.95262
C -14.32402 -10.05228 22.13467
C -13.13069 -10.94072 22.40432
C -11.90267 -10.81224 21.52815
O -13.17166 -11.75173 23.29864
H -14.49242 -9.34158 22.94062
H -15.18346 -10.70009 21.95170
H -14.24492 -9.46745 21.21307
H -11.78838 -9.84977 21.04778
H -11.93070 -11.57676 20.74573
H -11.05432 -11.14298 22.12780
C -9.79016 -10.84577 11.21108
C -10.37390 -10.99806 12.60119
C -10.54026 -12.37553 13.24299
O -10.65661 -10.03082 13.26380
H -10.21682 -9.92692 10.80833
H -9.89861 -11.70412 10.55659
H -8.72575 -10.62896 11.34700
H -9.77472 -13.12462 13.06476
H -11.56003 -12.73119 13.09318
H -10.50994 -12.09817 14.30106
C -8.12050 -11.69499 21.35690
O -6.75256 -11.74162 21.78857
H -8.62485 -10.87198 21.86430
H -8.13657 -11.51459 20.27702
H -8.61695 -12.64776 21.51714
H -6.42388 -10.84858 21.64882
C -6.82595 -11.51928 13.76721
O -7.09558 -10.12515 13.96489
H -6.03370 -11.71780 14.49660
H -7.70161 -12.13645 13.94912
H -6.46004 -11.83448 12.78426
H -6.25836 -9.66961 13.83896
C -8.45651 -14.32281 18.59130
O -7.71739 -15.51836 18.42765
H -7.77364 -13.52454 18.28433
H -9.29908 -14.25234 17.90065
H -8.69259 -14.11543 19.63377
H -8.21376 -16.27265 18.75420
C -7.22584 -5.83864 18.75719
O -6.71810 -6.91063 19.55544
H -7.94353 -5.16092 19.21266
H -6.38158 -5.26402 18.37870
H -7.70111 -6.34045 17.90800
H -7.41297 -7.15430 20.18235
C -9.76379 -7.83275 22.53160
O -9.41759 -7.13453 21.34573
H -9.16794 -7.51379 23.38999
H -10.82962 -7.75821 22.75905
H -9.56346 -8.89831 22.40074
H -10.04731 -6.39559 21.30435
C -10.62547 -4.55508 19.41933
O -11.16074 -5.05383 20.63535
H -10.19849 -5.31111 18.75995
H -11.37675 -4.00605 18.84541
H -9.85521 -3.80353 19.61553
H -12.10393 -4.89052 20.66551
*
```

Computed properties:
- total energy (Eh) = -1853.173604
- LUMO level (eV) = 0.2
- highest occupied orbital energy (Eh) = -0.352
- SMILES = CC(C)=O.CC(C)=O.CC(C)=O.CC(C)=O.CC(C)=O.CC(C)=O.CO.CO.CO.CO.CO.CO

Atom charges from the Löwdin analysis, given in e for atoms 1 to 4: -0.007, -0.481, -0.019, 0.070



# 3
Entry from OMol25: 6 unconnected molecules or ions with the total composition C24H60O18S4 (wB97M-V/def2-TZVPD).

ORCA input file:
```
! RIJCOSX wB97M-V def2-TZVPD def2/J DEFGRID3
* xyz 0 1
C -0.64062 2.83606 5.23550
C -1.12301 1.50814 4.83770
O -1.12049 1.21288 3.47451
S -2.32469 2.02676 2.56225
C -2.41310 0.64343 1.22858
O -3.55656 2.09906 3.38386
O -1.69506 3.25935 2.05847
H -0.89696 3.04097 6.27491
H -1.13502 3.59968 4.63503
H 0.40977 3.12362 5.18978
H -0.39122 0.82892 5.27499
H -2.16201 1.37366 5.13854
H -2.48432 -0.28233 1.79955
H -1.51152 0.79639 0.63540
H -3.34294 0.67526 0.66070
C 8.87698 -0.99381 -2.35806
C 8.07148 -0.35444 -1.25195
O 6.82165 0.01447 -1.78116
S 5.47106 -0.20341 -0.83543
C 5.87421 1.15156 0.47372
O 4.29634 0.19358 -1.67990
O 5.50450 -1.50556 -0.17218
H 9.65422 -1.61288 -1.91000
H 9.32746 -0.22167 -2.98172
H 8.33224 -1.73545 -2.94230
H 8.04363 -1.04295 -0.40739
H 8.67268 0.47134 -0.87149
H 6.60504 0.87077 1.23212
H 4.94329 1.44750 0.95734
H 6.45004 1.84641 -0.13760
C -9.74270 2.89573 -2.18841
C -8.67916 1.81706 -2.22405
O -8.49629 1.24437 -3.55969
S -7.34823 0.09368 -3.63916
C -8.32691 -1.28435 -2.94962
O -7.19004 -0.23417 -5.03297
O -6.21212 0.41132 -2.78599
H -9.35973 3.71978 -2.79039
H -10.20402 3.26886 -1.27406
H -10.51078 2.54842 -2.87945
H -7.69926 2.14428 -1.87645
H -9.09863 1.04382 -1.58044
H -7.54020 -2.02595 -3.08832
H -9.29227 -1.43624 -3.43242
H -8.27555 -1.02919 -1.89115
C 1.48658 -1.40771 -1.76768
C 0.76341 -0.21856 -2.41799
O -0.02968 -0.86817 -3.42174
S -1.41013 0.02104 -4.05627
C -2.57903 -0.24324 -2.65503
O -1.11657 1.44804 -4.15944
O -1.88186 -0.73179 -5.20637
H 2.13667 -1.18476 -0.92164
H 1.96371 -1.86894 -2.63237
H 0.87953 -2.18248 -1.29933
H 0.22735 0.29726 -1.62131
H 1.39739 0.54724 -2.86488
H -2.39780 -1.29180 -2.41885
H -3.63688 -0.33215 -2.90235
H -2.39139 0.56048 -1.94305
C 3.24856 -4.40828 -0.24454
O 2.74717 -4.21228 1.10375
C 1.47356 -3.67451 1.19559
C 1.00065 -3.94192 2.69749
O 0.56488 -5.26532 2.85293
C -0.30082 -5.38502 4.00115
C -1.80466 -5.52851 3.64520
O -2.09133 -6.67625 2.87170
C -3.48818 -6.80304 2.69813
H 3.34684 -3.51544 -0.86202
H 2.67440 -5.00170 -0.95608
H 4.21054 -4.91892 -0.20035
H 0.72904 -4.18985 0.58878
H 1.48930 -2.58905 1.09760
H 0.24495 -3.25931 3.08615
H 1.92141 -3.86067 3.27516
H -0.24328 -4.57795 4.73151
H -0.11885 -6.39335 4.37297
H -2.03650 -4.64505 3.05036
H -2.30550 -5.33991 4.59478
H -3.69059 -7.63003 2.01752
H -3.98185 -5.96099 2.21300
H -3.95093 -7.00100 3.66496
C 1.31464 0.16826 2.18446
O 2.11861 1.10633 1.49093
C 1.27967 2.16701 1.07239
C 1.98457 2.71405 -0.24263
O 1.69110 4.08350 -0.56076
C 2.13324 4.46497 -1.87158
C 2.17218 5.96738 -1.92046
O 3.07459 6.75405 -1.01950
C 4.39291 6.68513 -1.45941
H 0.41063 -0.09247 1.63411
H 1.07160 0.59485 3.15763
H 1.75533 -0.81417 2.35398
H 1.24051 2.88038 1.89560
H 0.25662 1.87686 0.83304
H 1.71797 2.09995 -1.10280
H 3.04937 2.48387 -0.20646
H 1.61254 4.01699 -2.71792
H 3.18623 4.25434 -2.05852
H 1.15517 6.21399 -1.61550
H 2.37995 6.23491 -2.95649
H 4.89981 7.46688 -0.89369
H 4.54003 6.89274 -2.51929
H 4.93145 5.76932 -1.21577
*
```

Computed properties:
- total energy (Eh) = -3897.134302
- LUMO level (eV) = 0.0
- highest occupied orbital energy (Eh) = -0.344
- SMILES = CCOS(C)(=O)=O.CCOS(C)(=O)=O.CCOS(C)(=O)=O.CCOS(C)(=O)=O.COCCOCCOC.COCCOCCOC

Atom charges from the Löwdin analysis, given in e for atoms 1 to 4: -0.085, -0.331, -0.307, 0.752



# 4
Entry from OMol25: 13 unconnected molecules or ions with the total composition C24H61Br2F3N25O12 (wB97M-V/def2-TZVPD).

ORCA input file:
```
! RIJCOSX wB97M-V def2-TZVPD def2/J DEFGRID3
* xyz -1 1
C -1.00667 1.04015 3.36751
C -1.41325 -0.42606 2.73823
C -0.78032 -0.94358 1.30958
C -1.18730 -2.38402 0.61214
C -2.26705 -3.42120 1.34886
C -2.89323 -2.90140 2.77816
C -2.49839 -1.45248 3.47053
C -3.21116 -0.96984 4.90190
N -4.36403 -0.05261 4.47917
C -5.52807 -0.84760 3.93252
C -6.04614 -0.39883 2.44417
C -6.18165 1.21774 2.20867
F -6.75667 1.84065 3.44493
Br -4.34936 2.00471 1.77671
C -7.14828 1.65796 0.95599
F -6.34679 1.87215 -0.28954
F -8.22972 0.69974 0.63307
Br -8.07292 3.42850 1.32539
H -1.56842 1.29538 4.37823
H 0.15622 0.99327 3.61126
H -1.15950 1.90547 2.56380
H -0.01879 -0.24481 0.75956
H -0.74060 -2.70477 -0.42393
H -2.60455 -4.44814 0.88640
H -3.67467 -3.56005 3.38765
H -3.56902 -1.89071 5.54871
H -2.40888 -0.37232 5.54768
H -6.45224 -0.73698 4.67757
H -5.30968 -2.01981 3.88190
H -7.12576 -0.88893 2.30835
H -5.39355 -0.84798 1.56698
C 1.82007 -1.90513 -1.48718
O 1.22928 -2.96603 -1.61393
N 1.19190 -0.71579 -1.50905
N 3.15205 -1.83039 -1.31436
H 1.66105 0.16823 -1.40633
H 0.18848 -0.72717 -1.63701
H 3.66319 -2.70315 -1.29193
H 3.65622 -0.96634 -1.20826
C -1.77993 -6.02052 -2.01795
O -2.37072 -7.08141 -2.14470
N -2.40810 -4.83117 -2.03982
N -0.44795 -5.94577 -1.84513
H -1.93895 -3.94715 -1.93710
H -3.41152 -4.84255 -2.16778
H 0.06319 -6.81853 -1.82270
H 0.05622 -5.08172 -1.73903
C 3.92937 1.41060 -2.93408
O 3.36065 1.18146 -1.87831
N 4.18575 0.45410 -3.84456
N 4.35064 2.64002 -3.28151
H 4.65279 0.62330 -4.71943
H 3.88506 -0.48586 -3.62226
H 4.17731 3.38909 -2.62401
H 4.82067 2.84826 -4.14623
C 6.85462 -1.32792 -5.72699
O 6.10933 -0.41177 -6.03652
N 6.43210 -2.41347 -5.05418
N 8.16505 -1.33397 -6.03091
H 7.03057 -3.17795 -4.79044
H 5.45209 -2.44886 -4.80584
H 8.52401 -0.53511 -6.53730
H 8.79447 -2.07906 -5.78457
C -3.58263 -6.28452 4.88886
O -3.47138 -5.07476 5.01005
N -2.66428 -7.03990 4.25983
N -4.63346 -6.97055 5.37339
H -2.73827 -8.03720 4.15004
H -1.85715 -6.56268 3.88017
H -5.34790 -6.43961 5.85416
H -4.74268 -7.96654 5.28343
C 4.35398 5.65828 -5.40942
O 4.78761 4.53850 -5.62999
N 3.42502 6.24443 -6.18601
N 4.76626 6.40633 -4.37015
H 3.05573 7.16550 -6.02054
H 3.08748 5.71534 -6.97940
H 5.46515 6.00222 -3.76046
H 4.42102 7.33028 -4.17229
C 10.09017 -4.23718 -7.72863
O 10.60936 -3.93880 -6.66467
N 10.54572 -5.23674 -8.50513
N 9.01611 -3.59316 -8.21984
H 10.13167 -5.49732 -9.38422
H 11.35293 -5.74745 -8.17205
H 8.64147 -2.83381 -7.66621
H 8.57480 -3.82429 -9.09382
C 2.08964 9.42999 -4.27816
O 2.13545 8.80436 -5.32558
N 2.95846 10.41260 -3.97939
N 1.16636 9.19284 -3.32897
H 2.93676 10.93899 -3.12231
H 3.66985 10.62322 -4.66707
H 0.49303 8.46086 -3.51418
H 1.11269 9.69734 -2.46029
C 1.05398 0.42912 -6.38157
O 1.48761 -0.69066 -6.60214
N 0.12502 1.01527 -7.15815
N 1.46626 1.17717 -5.34229
H -0.24427 1.93634 -6.99269
H -0.21252 0.48617 -7.95154
H 2.16515 0.77306 -4.73261
H 1.12102 2.10112 -5.14444
C -8.74615 7.75519 -0.32290
O -8.78495 8.83774 -0.88608
N -8.99254 7.61001 0.99157
N -8.45352 6.61059 -0.96625
H -8.96545 6.72710 1.47310
H -9.21700 8.44713 1.51330
H -8.26145 6.67558 -1.95739
H -8.41671 5.70988 -0.51973
C -1.13330 -3.43253 8.33503
O -0.69967 -4.55231 8.11446
N -2.06226 -2.84638 7.55845
N -0.72103 -2.68448 9.37431
H -2.43155 -1.92530 7.72392
H -2.39980 -3.37547 6.76506
H -0.02213 -3.08859 9.98399
H -1.06627 -1.76053 9.57217
C -0.20912 -0.91426 12.32574
O 0.28171 -0.76099 11.21841
N 0.49102 -1.38739 13.37243
N -1.49401 -0.62383 12.59843
H 0.10444 -1.52047 14.29166
H 1.46242 -1.61847 13.21013
H -2.05640 -0.26492 11.83793
H -1.91607 -0.74334 13.50375
*
```

Computed properties:
- total energy (Eh) = -8670.607231
- LUMO level (eV) = 1.2
- highest occupied orbital energy (Eh) = -0.084

Atom charges from the Löwdin analysis, given in e for atoms 1 to 4: -0.143, -0.164, -0.056, -0.091